[1]
Entry from OMol25: C41H26F3I2N3O3SbW as an isolated structure in a non-equilibrium geometry (ωB97M-V with the def2-TZVPD basis set).

Its charge is +1. The calculation puts the frontier orbital gap at 0.22244 Ha. The energy above the lowest of the compared OMol25 structures with the same formula, charge and spin comes out at 0.778 eV. Its max |F| is 0.03716 hartree/bohr. Its lowest unoccupied orbital energy is -0.1570 Eh. The calculation puts the HOMO energy at -10.326 eV.

The geometry in XYZ format:
```
80
Properties=species:S:1:pos:R:3:forces:R:3:mulliken_charge:R:1
W 0.358 0.780 0.245 -1.156 1.053 -0.638 2.405
O 1.014 2.569 0.181 -0.105 0.831 -0.153 -0.794
C -0.112 2.857 -0.586 0.292 0.042 0.101 0.984
C 0.040 3.484 -1.844 0.488 -0.137 0.391 -0.745
C -1.041 3.703 -2.624 -0.426 0.082 -0.348 -0.554
C -2.318 3.289 -2.180 -0.080 0.121 -0.264 -0.706
C -2.479 2.680 -0.977 -0.473 -0.345 0.050 -1.044
C -1.393 2.444 -0.110 0.520 0.652 0.609 0.197
C -1.546 1.585 1.065 0.600 0.152 0.267 -0.072
N -0.541 1.428 1.965 0.119 -0.326 1.128 -0.027
N -0.722 0.344 2.884 -0.458 -0.100 -0.357 -0.582
C -0.444 -0.818 2.374 0.358 0.332 0.283 0.130
O 0.023 -0.944 1.104 -0.585 -0.210 0.966 -0.525
C -0.584 -2.047 3.192 0.007 0.094 -0.238 0.230
C -0.456 -3.296 2.593 -0.054 -0.107 0.047 -0.027
C -0.582 -4.451 3.358 -0.021 0.119 -0.070 -0.873
C -0.829 -4.356 4.719 -0.002 -0.012 0.018 -0.417
C -0.964 -3.107 5.318 -0.006 0.073 0.007 -0.789
C -0.846 -1.953 4.559 -0.034 0.000 0.084 -0.348
H 1.032 3.798 -2.141 0.034 -0.018 0.042 0.499
H -0.926 4.191 -3.585 -0.062 -0.032 0.086 0.450
H -3.186 3.464 -2.806 0.087 0.008 0.050 0.423
H -3.463 2.357 -0.658 0.032 0.016 -0.011 0.451
H -2.485 1.101 1.284 -0.225 -0.420 -0.512 0.481
H -0.265 -3.358 1.529 0.004 -0.018 0.020 0.560
H -0.484 -5.424 2.891 -0.002 0.062 0.012 0.429
H -0.921 -5.257 5.317 0.006 0.091 -0.054 0.428
H -1.164 -3.034 6.382 0.021 0.002 -0.105 0.424
H -0.952 -0.973 5.010 0.016 -0.091 -0.013 0.491
I -2.971 -1.884 -2.601 -0.036 -0.034 -0.030 0.050
C -0.909 -1.773 -2.706 0.074 -0.473 -0.355 -0.367
C -0.173 -2.600 -3.596 -0.520 0.073 0.154 -0.128
C 1.175 -2.487 -3.727 0.347 0.010 -0.061 -0.338
I 2.162 -3.716 -5.089 0.031 -0.001 0.002 0.126
C 1.889 -1.528 -2.960 -0.296 0.027 0.129 0.528
C 3.249 -1.206 -3.081 0.222 -0.346 -0.401 -0.597
C 3.760 -0.168 -2.368 0.432 0.470 0.178 -1.568
C 2.958 0.510 -1.443 1.718 0.491 -0.245 -0.277
N 1.731 0.184 -1.219 -1.148 -1.168 -0.984 0.348
C 1.158 -0.773 -2.025 -0.293 -0.508 -0.418 0.160
C -0.251 -0.879 -1.914 0.432 0.140 -0.320 -0.242
O -0.837 -0.026 -1.097 -0.578 -0.736 -0.168 -0.376
H -0.705 -3.324 -4.200 -0.048 0.057 0.061 0.383
H 3.877 -1.754 -3.778 -0.114 0.045 0.091 0.278
H 4.789 0.142 -2.498 -0.064 0.009 0.060 0.488
H 3.331 1.350 -0.886 0.276 0.094 0.127 1.283
F 2.882 -5.075 4.289 -0.009 0.061 -0.024 -0.397
C 2.820 -3.825 3.808 0.007 -0.161 0.071 0.061
C 2.787 -2.773 4.698 -0.017 0.160 0.125 -0.726
C 2.713 -1.479 4.196 0.020 -0.066 0.040 -0.687
C 2.662 -1.263 2.824 -0.079 -0.137 -0.125 0.527
C 2.680 -2.353 1.953 0.080 -0.100 0.166 -0.369
C 2.776 -3.646 2.440 0.070 0.013 -0.204 -0.643
Sb 2.482 0.666 2.012 0.806 -0.242 0.959 1.526
C 2.602 1.883 3.716 -0.056 0.138 -0.073 0.210
C 1.532 2.656 4.158 0.162 0.088 0.244 -0.577
C 1.669 3.446 5.293 -0.178 0.008 -0.081 -0.650
C 2.877 3.446 5.958 0.002 0.112 0.149 0.163
F 3.014 4.208 7.051 -0.026 -0.030 -0.050 -0.330
C 3.956 2.695 5.541 0.192 -0.131 -0.050 -0.754
C 3.813 1.911 4.407 0.114 -0.040 0.049 -0.714
C 4.482 0.924 1.346 0.021 0.265 -0.233 -0.075
C 4.957 2.228 1.169 0.064 -0.082 -0.032 -0.220
C 6.241 2.459 0.691 -0.175 0.153 0.052 -0.664
C 7.031 1.368 0.387 0.116 0.015 -0.046 0.279
F 8.270 1.581 -0.076 -0.022 -0.006 0.001 -0.341
C 6.596 0.069 0.546 -0.103 -0.174 0.025 -0.703
C 5.310 -0.150 1.027 0.082 0.170 0.028 -0.440
H 2.806 -2.970 5.764 0.013 0.019 -0.082 0.488
H 2.685 -0.642 4.883 -0.024 -0.036 0.013 0.459
H 2.593 -2.207 0.884 0.021 0.020 -0.137 0.446
H 2.798 -4.510 1.783 -0.025 0.114 0.079 0.493
H 0.596 2.649 3.632 -0.188 -0.019 -0.125 0.423
H 0.853 4.057 5.661 0.068 -0.051 -0.034 0.485
H 4.886 2.732 6.097 -0.080 -0.008 -0.049 0.459
H 4.657 1.319 4.063 -0.065 0.070 0.049 0.506
H 4.331 3.079 1.417 0.020 -0.016 -0.001 0.533
H 6.631 3.461 0.554 -0.050 -0.103 0.029 0.474
H 7.260 -0.751 0.300 -0.040 0.045 0.037 0.497
H 4.974 -1.166 1.169 -0.054 -0.115 0.012 0.432
```
Forces are in eV/Å.

[2]
Entry from OMol25: C41H28BrClLuN3O7PS as an isolated structure in a non-equilibrium geometry (ωB97M-V with the def2-TZVPD basis set).

Its charge is +1. The calculation puts the frontier orbital gap at 0.24953 Ha. The energy above the lowest of the compared OMol25 structures with the same formula, charge and spin comes out at 0.930 eV. Its max |F| is 0.03505 hartree/bohr. Its lowest unoccupied orbital energy is -0.1296 Eh. The calculation puts the HOMO energy at -10.317 eV.

The geometry in XYZ format:
```
84
Properties=species:S:1:pos:R:3:forces:R:3:mulliken_charge:R:1
Lu 1.046 0.619 -0.487 -1.546 0.548 0.748 1.714
Cl -3.776 -0.239 -5.886 0.154 0.067 0.160 -0.234
C -2.539 0.292 -4.778 -0.020 -0.023 -0.316 0.047
C -1.312 0.748 -5.278 0.067 0.029 -0.100 -0.532
C -0.320 1.169 -4.425 -0.028 0.022 -0.312 -0.755
C -0.503 1.134 -3.038 0.712 0.345 0.539 0.324
O 0.459 1.537 -2.230 -0.619 0.050 -0.766 -0.848
C -1.732 0.666 -2.539 -0.579 -0.228 0.340 0.745
C -2.065 0.567 -1.140 -0.129 0.012 -0.301 0.268
N -1.270 0.696 -0.130 0.147 -0.073 0.341 0.771
C -1.762 0.594 1.208 0.233 0.063 -0.460 0.087
C -3.076 0.512 1.568 -0.362 -0.124 0.265 -0.369
C -3.458 0.365 2.924 -0.036 0.028 -0.244 -0.872
C -2.522 0.332 3.912 0.146 0.004 0.045 -0.992
C -1.153 0.477 3.579 -0.030 0.062 0.257 1.052
C -0.131 0.536 4.556 -0.147 -0.028 0.135 -0.683
C 1.165 0.734 4.187 0.078 0.001 -0.080 -1.136
C 1.455 0.847 2.816 0.077 0.010 0.119 -0.375
N 0.537 0.789 1.881 -0.182 -0.076 -0.217 0.484
C -0.775 0.617 2.236 0.265 -0.030 -0.171 -0.437
C -2.750 0.265 -3.435 -0.055 -0.032 0.241 -1.299
H -1.152 0.768 -6.350 -0.008 -0.002 0.037 0.461
H 0.629 1.524 -4.802 -0.026 -0.010 -0.011 0.506
H -3.114 0.334 -0.959 -0.024 0.013 -0.044 -0.008
H -3.858 0.557 0.821 0.009 -0.009 0.050 0.549
H -4.509 0.286 3.168 0.016 0.004 -0.027 0.441
H -2.806 0.223 4.951 0.010 0.002 -0.029 0.475
H -0.398 0.431 5.602 -0.009 0.005 -0.030 0.468
H 1.966 0.792 4.910 -0.029 0.002 -0.008 0.446
H 2.480 0.979 2.483 -0.008 -0.002 -0.016 0.564
H -3.700 -0.082 -3.045 0.037 0.012 -0.005 0.391
O 1.880 -0.759 -2.006 0.507 -0.068 -0.383 -0.521
S 3.222 -0.814 -1.363 0.172 -0.086 0.217 1.404
O 4.323 -0.396 -2.155 0.134 -0.095 -0.023 -0.721
O 3.037 -0.051 -0.071 1.061 -0.209 -0.349 -0.692
C 3.381 -2.470 -0.857 -0.067 -0.342 0.196 0.394
C 4.567 -3.135 -1.109 -0.145 -0.115 0.103 -0.540
C 4.693 -4.451 -0.681 0.030 -0.046 0.004 -0.681
C 3.646 -5.064 -0.013 -0.010 -0.019 0.020 -0.797
C 2.459 -4.379 0.234 0.021 -0.148 0.033 -0.277
C 2.298 -3.069 -0.187 0.129 0.114 -0.177 -0.982
P 0.704 -2.187 0.105 -0.030 -0.141 0.136 2.132
C -0.431 -2.896 -1.124 -0.085 -0.074 0.015 0.819
C -1.803 -2.655 -0.998 -0.055 0.012 -0.065 -0.427
C -2.689 -3.104 -1.966 0.069 0.013 -0.018 -0.933
C -2.213 -3.776 -3.085 -0.001 0.005 0.017 -0.764
C -0.854 -4.013 -3.219 0.007 0.021 0.038 -0.826
C 0.033 -3.582 -2.240 0.029 0.012 -0.116 -1.020
C 0.191 -2.853 1.721 0.003 -0.085 0.095 0.284
C 1.001 -2.541 2.816 0.003 0.002 0.038 -0.554
C 0.670 -2.979 4.088 -0.048 -0.011 -0.035 -0.709
C -0.487 -3.724 4.288 0.032 0.024 -0.013 -0.629
C -1.294 -4.041 3.207 0.018 0.024 -0.056 -0.788
C -0.954 -3.615 1.927 -0.021 -0.044 0.078 -0.293
H 5.368 -2.629 -1.632 -0.029 0.015 0.007 0.586
H 5.610 -4.994 -0.869 -0.023 0.014 0.003 0.422
H 3.747 -6.089 0.320 -0.008 0.023 -0.004 0.449
H 1.652 -4.877 0.759 0.029 0.009 -0.021 0.523
H -2.188 -2.135 -0.128 0.018 0.065 -0.011 0.608
H -3.752 -2.927 -1.851 0.027 0.003 0.009 0.494
H -2.901 -4.115 -3.849 0.011 0.012 0.024 0.442
H -0.477 -4.535 -4.088 -0.005 0.007 0.012 0.456
H 1.093 -3.768 -2.364 -0.017 -0.005 0.005 0.387
H 1.913 -1.971 2.673 -0.006 0.007 -0.047 0.499
H 1.315 -2.743 4.926 -0.001 0.000 -0.024 0.486
H -0.749 -4.067 5.281 0.011 0.012 -0.017 0.426
H -2.187 -4.635 3.351 0.008 0.003 0.000 0.476
H -1.584 -3.893 1.092 0.028 -0.032 0.054 0.547
O 2.233 2.612 0.233 0.494 0.191 -0.113 -0.285
N 1.722 3.643 -0.071 -0.176 -0.110 0.144 0.079
Br 0.900 10.299 0.678 0.031 0.136 0.052 -0.138
C 0.549 8.515 0.216 0.012 -0.039 0.026 0.103
C 0.784 7.513 1.148 -0.029 -0.119 -0.052 -0.703
C 0.538 6.197 0.797 0.097 0.094 0.181 -0.105
C 0.047 5.902 -0.468 -0.026 -0.368 -0.132 0.308
C -0.204 6.913 -1.386 -0.018 0.292 -0.078 -0.503
C 0.060 8.229 -1.050 -0.042 -0.115 -0.085 -0.567
C -0.323 4.545 -0.904 0.052 -0.183 0.264 0.439
O -1.168 4.214 -1.652 -0.070 -0.046 -0.092 -0.437
O 0.412 3.416 -0.286 -0.230 0.721 0.007 0.130
H 1.154 7.762 2.133 -0.009 -0.004 -0.018 0.443
H 0.712 5.415 1.526 -0.010 0.027 -0.032 0.414
H -0.601 6.665 -2.362 0.011 0.004 0.028 0.454
H -0.116 9.025 -1.759 0.005 -0.001 0.016 0.434
```
Forces are in eV/Å.

[3]
Entry from OMol25: C41H28ClMgN9O4S2 as an isolated structure (ωB97M-V with the def2-TZVPD basis set).

Its charge is 0. The calculation puts the frontier orbital gap (spin up / spin down) at 0.24158 / 0.19969 Ha. The energy above the lowest of the compared OMol25 structures with the same formula, charge and spin comes out at 4.364 eV. Its max |F| is 0.00623 hartree/bohr. Its lowest unoccupied orbital energy (spin up / spin down) is -0.0295 / -0.0253 Eh. The calculation puts the HOMO energy (spin up / spin down) at -7.377 / -6.122 eV.

The geometry in XYZ format:
```
86
Properties=species:S:1:pos:R:3:forces:R:3:mulliken_charge:R:1
Mg 0.036 0.056 -0.090 -0.226 0.072 0.010 1.488
C 4.079 -1.065 -0.666 -0.008 0.005 0.025 -0.981
C 4.107 -2.344 -0.098 0.016 -0.002 -0.019 -0.315
C 3.097 -2.724 0.742 0.018 0.040 -0.014 -1.010
C 2.037 -1.831 1.022 0.021 -0.114 0.149 0.284
N 1.980 -0.629 0.411 -0.017 0.047 -0.114 0.285
C 2.998 -0.266 -0.392 0.009 0.081 -0.070 -0.275
N 1.145 -2.239 1.957 -0.033 -0.006 -0.005 -0.268
C 0.120 -1.559 2.419 -0.052 0.054 0.009 -1.032
N -0.544 -0.438 1.926 0.278 -0.148 0.060 1.771
C -1.453 -0.092 2.879 -0.126 0.004 -0.110 -2.167
N -2.231 1.074 2.831 -0.098 -0.061 -0.057 0.711
C -0.621 2.844 3.160 -0.127 0.003 0.025 -0.789
C -0.900 4.073 2.330 0.051 0.023 0.048 0.888
C 0.134 4.225 1.263 0.052 -0.029 0.007 -0.855
C 1.306 3.549 1.353 -0.024 0.041 -0.010 -0.255
C 1.519 2.629 2.403 -0.021 -0.005 0.040 -0.847
N 0.515 2.233 3.228 0.097 0.037 -0.031 -0.562
C -1.478 -0.999 3.964 -0.033 -0.063 0.043 0.042
C -2.253 -1.097 5.129 -0.011 0.000 -0.053 -0.110
C -2.026 -2.173 5.958 0.023 -0.047 0.016 -0.912
C -1.045 -3.140 5.654 -0.030 0.027 0.029 -0.863
C -0.275 -3.040 4.513 -0.015 0.046 -0.010 -0.261
C -0.504 -1.959 3.666 0.072 -0.059 0.040 0.598
H 4.860 -0.712 -1.322 0.017 -0.003 -0.013 0.440
H 4.922 -3.023 -0.312 0.011 0.001 0.000 0.430
H 3.078 -3.687 1.230 0.001 -0.019 0.011 0.523
H 2.893 0.704 -0.859 0.015 -0.007 -0.017 0.316
H -0.870 4.961 2.988 0.019 -0.012 -0.008 0.380
H -0.047 4.929 0.459 -0.014 -0.010 -0.018 0.425
H 2.087 3.696 0.618 0.006 0.008 -0.019 0.431
H 2.468 2.126 2.524 0.015 -0.010 0.016 0.480
H -3.013 -0.361 5.365 -0.002 0.005 -0.002 0.564
H -2.610 -2.281 6.863 0.004 -0.009 0.017 0.452
H -0.894 -3.968 6.334 -0.011 -0.010 0.009 0.422
H 0.486 -3.769 4.270 0.013 -0.012 -0.010 0.567
O -2.888 4.637 -4.147 0.072 -0.001 -0.004 -0.461
C -2.494 3.353 -3.951 -0.189 -0.044 -0.015 0.402
O -2.484 2.576 -4.852 0.043 0.029 -0.016 -0.493
C -2.162 2.996 -2.545 0.069 -0.034 0.053 0.109
C -2.851 3.346 -1.398 -0.025 0.019 -0.035 0.030
Cl -4.214 4.353 -1.181 0.029 -0.030 0.002 -0.179
N -2.300 2.706 -0.351 -0.097 0.080 -0.025 0.218
N -1.266 1.957 -0.768 0.150 -0.203 -0.066 0.695
C -1.166 2.110 -2.074 0.028 0.033 -0.050 0.081
C 0.036 1.420 -2.695 -0.083 0.129 0.042 0.252
O 0.300 1.547 -3.871 -0.017 0.038 -0.038 -0.733
O 0.691 0.758 -1.809 0.180 -0.151 -0.140 -0.305
C -2.561 2.713 1.044 0.024 -0.144 0.065 -1.076
C -2.366 3.983 1.832 -0.105 0.071 -0.014 -0.069
C -3.270 3.944 3.043 0.048 -0.039 0.059 -1.033
C -2.981 3.074 4.002 0.008 0.010 -0.072 -1.461
C -1.813 2.149 3.786 0.034 0.130 0.127 0.302
C -2.518 1.472 1.544 -0.037 0.037 -0.001 -0.283
H -2.815 5.140 -3.327 0.010 0.031 -0.013 0.348
H -2.594 4.848 1.207 0.024 -0.014 0.002 1.026
H -4.134 4.594 3.097 -0.003 0.027 -0.011 0.469
H -3.590 2.966 4.889 -0.004 -0.010 0.019 0.471
H -1.495 1.652 4.700 -0.038 -0.009 -0.023 1.529
H -2.629 0.652 0.844 -0.032 -0.014 0.024 0.469
S 0.358 -3.569 -3.070 -0.005 -0.010 0.014 -0.357
C 0.287 -2.011 -2.356 0.008 0.036 -0.077 -0.365
N -0.284 -1.930 -1.196 -0.008 0.122 0.224 0.489
C -0.725 -3.186 -0.782 -0.062 0.081 0.115 -1.699
C -1.380 -3.466 0.419 0.058 -0.043 -0.071 1.200
C -1.714 -4.771 0.699 0.037 -0.043 0.016 -1.294
C -1.429 -5.803 -0.208 -0.014 0.028 0.029 -0.988
C -0.802 -5.538 -1.407 -0.010 0.001 -0.008 -0.489
C -0.448 -4.217 -1.682 -0.026 -0.060 -0.012 0.870
H 0.710 -1.146 -2.848 0.027 0.001 -0.032 0.247
H -1.606 -2.668 1.111 -0.019 -0.011 -0.004 0.499
H -2.197 -5.004 1.639 0.003 -0.002 -0.009 0.529
H -1.700 -6.821 0.037 0.001 -0.017 0.006 0.423
H -0.582 -6.331 -2.108 0.007 -0.007 -0.015 0.434
S -3.687 -0.997 -0.929 0.003 0.085 0.099 -0.377
C -4.257 -2.044 0.249 -0.046 0.078 -0.094 0.081
N -4.599 -3.316 -0.112 -0.035 -0.136 -0.031 0.079
C -5.007 -4.295 0.733 0.013 0.081 0.010 -0.410
C -5.118 -4.045 2.061 -0.018 -0.004 -0.040 -0.833
C -4.813 -2.737 2.510 0.004 -0.047 0.012 0.033
C -4.421 -1.767 1.639 0.063 -0.028 -0.054 -0.295
H -4.465 -3.530 -1.092 -0.001 0.025 -0.006 0.294
H -5.214 -5.250 0.276 -0.007 -0.026 0.020 0.403
H -5.432 -4.823 2.738 -0.008 0.006 0.018 0.432
H -4.888 -2.502 3.563 -0.008 0.004 0.036 0.443
H -4.207 -0.769 1.986 0.064 0.079 0.009 0.346
```
Forces are in eV/Å.